[1]
{"formula": "CH4N2O2", "method": "ωB97M-V with the def2-TZVPD basis set", "species": ["C", "N", "N", "O", "O", "H", "H", "H", "H"], "xyz": [[0.993, -0.654, 0.109], [-2.741, 0.057, 0.189], [0.261, 1.507, 0.024], [-1.857, -0.636, -0.094], [0.094, 0.272, -0.481], [0.429, -1.520, 0.455], [1.508, -0.172, 0.941], [1.708, -0.961, -0.654], [-0.396, 2.107, -0.488]], "orbital_gap_ha": [0.347, 0.301], "e_above_lowest_kj_mol": 530.9, "charge": 0, "e_homo_ev": [-8.909, -8.453], "energy_ev": -8171.1829}


[2]
{"formula": "CH4N2O2", "method": "ωB97M-V with the def2-TZVPD basis set", "species": ["N", "O", "N", "C", "O", "H", "H", "H", "H"], "xyz": [[1.595, 0.564, 0.493], [0.755, 0.114, -0.655], [-0.499, -0.119, 0.097], [-1.598, -0.630, -0.488], [-1.795, -0.933, -1.639], [2.541, 0.162, 0.258], [1.553, 1.664, 0.520], [-0.170, -0.182, 1.066], [-2.383, -0.640, 0.348]], "orbital_gap_ha": 0.384, "e_above_lowest_kj_mol": 340.8, "charge": 0, "e_homo_ev": -9.671, "energy_ev": -8173.1538}


[3]
{"formula": "CH4N2O2S", "method": "ωB97M-V with the def2-TZVPD basis set", "species": ["C", "N", "N", "O", "O", "S", "H", "H", "H", "H"], "xyz": [[0.439, -0.041, -0.499], [0.929, 0.959, 0.274], [1.108, -1.156, -0.361], [-2.687, 1.483, -0.021], [-2.367, -0.806, 0.747], [-2.391, 0.114, -0.365], [1.712, 0.893, 0.876], [0.575, 1.795, 0.053], [2.040, -1.360, 0.171], [0.643, -1.879, -0.874]], "orbital_gap_ha": [0.331, 0.331], "e_above_lowest_kj_mol": 124.8, "charge": 0, "e_homo_ev": [-9.091, -9.090], "energy_ev": -19010.6300}


[4]
{"formula": "CH4N2O2S", "method": "ωB97M-V with the def2-TZVPD basis set", "species": ["C", "N", "N", "O", "O", "S", "H", "H", "H", "H"], "xyz": [[0.458, -0.382, -0.914], [0.976, -0.463, 0.365], [0.348, 0.648, 0.962], [-1.485, 1.733, -0.587], [-1.971, -0.481, 0.207], [-0.989, 0.477, -0.148], [1.149, 0.323, -1.293], [0.491, -1.286, -1.422], [0.715, -1.277, 0.819], [0.307, 0.707, 2.012]], "orbital_gap_ha": 0.378, "e_above_lowest_kj_mol": 281.5, "charge": 0, "e_homo_ev": -9.614, "energy_ev": -19009.0067}


[5]
{"formula": "CH4N2O2S", "method": "ωB97M-V with the def2-TZVPD basis set", "species": ["O", "C", "N", "O", "N", "S", "H", "H", "H", "H"], "xyz": [[-1.387, -0.750, -0.443], [-0.309, -0.208, -0.172], [0.664, -0.926, 0.538], [0.690, -2.284, 0.668], [0.014, 1.088, -0.229], [-0.731, 2.349, -0.964], [1.627, -0.908, 0.077], [-0.091, -2.605, 0.148], [1.048, 1.325, 0.208], [-1.524, 2.919, 0.168]], "orbital_gap_ha": 0.367, "e_above_lowest_kj_mol": 231.6, "charge": 0, "e_homo_ev": -9.625, "energy_ev": -19009.5239}


[6]
{"formula": "CH4N2O2S", "method": "ωB97M-V with the def2-TZVPD basis set", "species": ["C", "N", "N", "O", "O", "S", "H", "H", "H", "H"], "xyz": [[-0.973, -0.291, -0.322], [1.713, 0.209, 0.215], [-0.540, -1.301, 0.346], [2.916, 0.076, 0.164], [1.012, 0.958, -0.432], [-2.192, 0.861, 0.165], [-0.559, -0.126, -1.384], [1.250, -0.569, 0.897], [-0.614, -1.311, 1.404], [-2.013, 1.495, -1.053]], "orbital_gap_ha": [0.307, 0.228], "multiplicity": 3, "e_above_lowest_kj_mol": 341.7, "charge": 0, "e_homo_ev": [-7.622, -9.641], "energy_ev": -19004.1909}


[7]
{"formula": "CH4N2O3", "method": "ωB97M-V with the def2-TZVPD basis set", "species": ["C", "N", "N", "O", "O", "O", "H", "H", "H", "H"], "xyz": [[-0.379, -0.386, -0.653], [0.459, 0.233, 0.098], [1.960, 0.629, -0.783], [-1.926, -0.113, 1.747], [-1.501, -1.010, -0.288], [-1.591, -1.241, 1.055], [-0.240, -0.536, -1.819], [1.680, 1.566, -1.199], [2.559, 0.607, 0.076], [-1.021, 0.252, 1.766]], "orbital_gap_ha": 0.403, "e_above_lowest_kj_mol": 570.0, "charge": 0, "e_homo_ev": -10.227, "energy_ev": -10216.5194}


[8]
{"formula": "CH4N2O3", "method": "ωB97M-V with the def2-TZVPD basis set", "species": ["C", "N", "O", "N", "O", "O", "H", "H", "H", "H"], "xyz": [[-0.272, 0.757, 1.213], [-0.736, 0.157, -0.036], [0.090, -1.019, -0.212], [0.851, -0.836, -1.578], [0.780, 0.201, -2.050], [1.456, -1.831, -1.851], [0.858, 0.454, 1.244], [-0.453, 1.740, 1.035], [-0.833, 0.427, 2.217], [-1.741, -0.050, 0.017]], "orbital_gap_ha": 0.394, "e_above_lowest_kj_mol": 413.5, "charge": 0, "e_homo_ev": -10.045, "energy_ev": -10218.1413}